No. 1
{
  "formula": "C23H41DyN2P3Se",
  "method": "ωB97M-V with the def2-TZVPD basis set",
  "e_tot_ev": -144761.7508,
  "s2": 9.66,
  "e_lumo_ev": [-11.3398, -10.6438],
  "e_above_lowest_kj_mol": 363.25,
  "charge": 3,
  "multiplicity": 6,
  "largest_force_ev_per_a": 2.70,
  "species": ["Dy", "P", "P", "P", "H", "C", "C", "H", "C", "C", "C", "C", "C", "C", "C", "C", "C", "H", "H", "H", "H", "H", "H", "H", "H", "H", "H", "H", "H", "H", "H", "H", "H", "H", "H", "H", "H", "H", "H", "H", "H", "H", "H", "H", "H", "H", "C", "C", "C", "C", "C", "C", "Se", "H", "H", "H", "H", "H", "H", "N", "C", "C", "C", "C", "C", "N", "C", "H", "H", "H", "H"],
  "positions_angstrom": [[-0.307, -1.026, -0.014], [0.212, 2.121, 0.588], [-2.632, -0.130, 1.420], [-0.780, 0.397, -2.468], [4.189, -2.985, -2.373], [3.654, -2.141, -2.833], [3.997, -0.869, -2.575], [4.762, -0.615, -1.812], [0.884, 2.533, 2.256], [-0.905, 3.606, 0.412], [1.634, 2.701, -0.428], [-3.838, -1.524, 1.432], [-2.540, 0.223, 3.203], [-3.770, 1.191, 0.865], [0.625, 0.407, -3.646], [-1.476, 2.067, -2.816], [-1.981, -0.592, -3.453], [2.980, -2.393, -3.638], [3.586, -0.023, -3.167], [1.949, 2.269, 2.313], [0.337, 1.970, 3.027], [0.771, 3.615, 2.464], [-1.694, 3.574, 1.186], [-1.370, 3.624, -0.589], [-0.309, 4.533, 0.549], [2.549, 2.189, -0.095], [1.771, 3.795, -0.319], [1.462, 2.467, -1.493], [-4.566, -1.393, 2.247], [-3.306, -2.473, 1.603], [-4.379, -1.571, 0.474], [-3.555, 0.397, 3.613], [-1.916, 1.116, 3.383], [-2.092, -0.631, 3.741], [-4.617, 1.282, 1.566], [-4.176, 0.939, -0.129], [-3.250, 2.159, 0.800], [0.261, 0.262, -4.675], [1.328, -0.408, -3.411], [1.157, 1.369, -3.598], [-1.865, 2.107, -3.842], [-0.709, 2.844, -2.722], [-2.309, 2.272, -2.134], [-1.888, -0.374, -4.525], [-3.007, -0.373, -3.123], [-1.758, -1.663, -3.326], [-0.758, -4.351, -1.792], [0.618, -4.573, -2.053], [1.093, -5.709, -2.796], [0.154, -6.630, -3.286], [-1.234, -6.450, -3.021], [-1.673, -5.346, -2.273], [-1.702, -2.974, -0.925], [1.676, -1.109, 0.160], [1.347, -3.902, -1.659], [2.184, -5.867, -2.963], [0.521, -7.523, -3.828], [-1.885, -7.218, -3.440], [-2.727, -5.249, -2.083], [0.989, -0.354, 5.982], [1.456, -0.462, 4.919], [2.003, -0.529, 3.571], [3.316, -0.093, 3.388], [3.835, 0.000, 2.109], [3.077, -0.327, 1.024], [1.900, -0.988, 1.245], [1.252, -0.961, 2.468], [3.963, 0.106, 4.232], [4.882, 0.223, 1.930], [3.326, -0.396, -0.036], [0.219, -1.358, 2.539]],
  "forces_ev_per_a": [[-0.4, 2.3, 0.3], [0.2, 1.1, 0.3], [-1.9, 0.0, 0.4], [-0.9, 0.4, -1.9], [-0.4, 0.4, 0.0], [0.8, 0.3, 0.3], [-0.1, 0.2, 0.1], [-0.4, -0.2, -0.7], [-0.1, -0.1, 0.3], [-0.3, -0.3, -0.2], [0.0, 0.0, -0.4], [0.2, -0.4, 0.0], [0.4, 0.1, 0.5], [0.1, 0.4, -0.4], [0.6, -0.2, 0.1], [0.0, 0.1, 0.4], [0.0, -0.5, 0.0], [-0.2, 0.0, -0.1], [0.3, -0.7, 0.5], [-0.3, 0.1, 0.0], [0.2, 0.3, -0.1], [0.2, -0.6, -0.1], [0.4, 0.1, -0.4], [0.2, 0.1, 0.6], [-0.3, -0.6, 0.0], [-0.2, 0.2, -0.2], [0.0, -0.6, 0.0], [0.2, 0.2, 0.4], [0.2, 0.1, -0.3], [-0.3, 0.2, -0.1], [0.2, -0.1, 0.3], [0.6, -0.1, -0.3], [-0.3, -0.3, 0.0], [-0.2, 0.3, -0.1], [0.4, -0.1, -0.2], [0.2, 0.1, 0.3], [-0.3, -0.3, 0.0], [0.1, 0.1, 0.4], [-0.1, 0.3, -0.2], [-0.1, -0.3, 0.0], [0.2, -0.2, 0.2], [-0.2, -0.1, 0.1], [0.1, 0.1, -0.1], [-0.1, 0.2, 0.3], [0.3, -0.2, -0.1], [-0.3, 0.4, -0.1], [-0.6, -1.5, -0.7], [0.3, -1.2, -0.9], [-0.6, 1.4, 0.9], [-0.2, 0.0, 0.3], [1.1, 0.4, 0.0], [0.6, -1.0, -0.7], [-0.5, -2.1, -1.2], [0.0, -0.9, 2.5], [0.5, 0.5, 0.2], [-1.1, 0.3, 0.2], [-0.4, 0.7, 0.3], [-0.2, 0.5, 0.4], [-0.2, 0.1, 0.1], [0.9, -0.2, -2.0], [-1.0, 0.0, 1.0], [-0.9, 0.1, 0.3], [0.4, -0.4, -0.4], [1.2, 0.3, -0.2], [-0.4, -1.9, 0.5], [0.9, 2.1, -1.1], [0.6, -0.5, -0.6], [-0.2, 0.1, 0.1], [-0.1, 0.5, 0.2], [0.8, 0.5, 0.3], [0.7, 0.1, 0.2]],
  "mulliken_charge": [-0.518, 1.180, 1.063, 1.104, 0.286, -0.557, -0.624, 0.351, -1.253, -1.540, -1.156, -1.368, -1.259, -1.175, -1.081, -1.412, -1.305, 0.341, 0.345, 0.363, 0.129, 0.510, 0.434, 0.321, 0.515, 0.335, 0.428, 0.178, 0.461, 0.362, 0.389, 0.480, 0.268, 0.397, 0.446, 0.351, 0.194, 0.485, -0.085, 0.461, 0.495, 0.444, 0.315, 0.500, 0.338, 0.330, 0.869, -0.085, -0.573, -0.330, -0.821, -0.488, 0.197, 0.248, 0.310, 0.382, 0.392, 0.398, 0.398, -0.291, -0.442, 0.085, -0.219, -0.709, 0.022, 0.263, 0.253, 0.595, 0.519, -0.057, 0.816]
}

No. 2
{
  "formula": "C23H41FN7O4SSiTl",
  "method": "ωB97M-V with the def2-TZVPD basis set",
  "e_tot_ev": -69243.7461,
  "e_lumo_ev": [-7.8050, -7.6938],
  "e_above_lowest_kj_mol": 58.42,
  "charge": 2,
  "multiplicity": 1,
  "largest_force_ev_per_a": 0.74,
  "species": ["Tl", "C", "C", "N", "C", "C", "N", "C", "C", "N", "H", "H", "H", "H", "H", "H", "H", "H", "H", "H", "H", "H", "H", "H", "H", "C", "Si", "C", "C", "N", "C", "C", "C", "C", "C", "C", "F", "H", "H", "H", "H", "H", "H", "H", "H", "H", "H", "H", "H", "H", "C", "C", "S", "O", "O", "C", "C", "N", "C", "N", "C", "C", "N", "O", "O", "C", "H", "H", "H", "H", "H", "H", "H", "H", "H", "H", "H", "H", "H"],
  "positions_angstrom": [[1.058, 1.586, 0.288], [2.381, 4.460, 0.731], [3.417, 3.663, 1.533], [3.262, 2.190, 1.451], [3.315, 1.471, 2.738], [1.954, 0.928, 3.243], [0.805, 1.735, 2.805], [0.780, 3.127, 3.294], [0.351, 4.150, 2.224], [1.016, 3.983, 0.934], [2.606, 4.363, -0.332], [2.484, 5.516, 0.996], [3.367, 3.970, 2.575], [4.402, 3.959, 1.172], [3.931, 1.808, 0.795], [3.743, 2.125, 3.497], [3.982, 0.614, 2.655], [2.013, 0.868, 4.332], [1.801, -0.085, 2.867], [-0.061, 1.253, 3.015], [1.766, 3.377, 3.674], [0.086, 3.228, 4.128], [0.522, 5.151, 2.633], [-0.720, 4.038, 2.054], [0.422, 4.348, 0.200], [3.134, 1.569, -2.195], [1.592, 1.635, -3.259], [1.658, 3.195, -4.284], [1.380, 0.020, -4.142], [0.264, 2.023, -2.118], [-1.041, 1.970, -2.343], [-1.631, 1.708, -3.628], [-2.986, 1.740, -3.818], [-3.851, 1.981, -2.741], [-3.338, 2.224, -1.464], [-1.987, 2.243, -1.297], [-1.497, 2.447, -0.050], [4.020, 1.423, -2.821], [3.100, 0.720, -1.498], [3.276, 2.502, -1.639], [2.534, 3.180, -4.938], [1.728, 4.069, -3.632], [0.767, 3.305, -4.908], [2.229, -0.175, -4.803], [0.475, -0.043, -4.746], [1.340, -0.794, -3.410], [-0.967, 1.551, -4.467], [-3.390, 1.572, -4.807], [-4.922, 1.973, -2.895], [-3.991, 2.402, -0.619], [-5.298, -6.180, 0.454], [-4.284, -5.083, 0.771], [-2.910, -5.824, 1.639], [-3.340, -6.169, 2.962], [-2.297, -6.799, 0.775], [-1.719, -4.483, 1.809], [-0.906, -4.346, 0.526], [-0.040, -3.148, 0.552], [-0.454, -1.879, 0.359], [0.571, -1.031, 0.418], [1.689, -1.781, 0.649], [1.326, -3.082, 0.742], [2.226, -4.190, 0.972], [3.405, -3.911, 0.943], [1.751, -5.285, 1.189], [-1.868, -1.473, 0.124], [-6.135, -5.760, -0.102], [-5.679, -6.625, 1.371], [-4.839, -6.964, -0.147], [-4.690, -4.324, 1.442], [-3.876, -4.633, -0.139], [-1.094, -4.786, 2.651], [-2.280, -3.583, 2.069], [-1.549, -4.277, -0.349], [-0.285, -5.220, 0.407], [2.683, -1.369, 0.730], [-2.472, -2.293, -0.256], [-1.895, -0.655, -0.596], [-2.320, -1.117, 1.053]],
  "forces_ev_per_a": [[-0.1, -0.1, -0.1], [0.2, -0.1, 0.2], [-0.1, 0.0, -0.1], [-0.2, 0.1, -0.2], [-0.2, 0.0, 0.1], [0.1, 0.1, -0.1], [0.0, 0.1, -0.3], [-0.1, 0.0, -0.2], [0.2, -0.1, 0.3], [-0.4, -0.3, -0.5], [-0.1, 0.1, -0.1], [0.0, 0.0, 0.0], [0.1, -0.1, 0.0], [0.1, 0.0, 0.0], [0.2, 0.0, 0.1], [0.1, 0.0, 0.0], [0.1, 0.0, 0.0], [0.0, 0.0, 0.0], [-0.1, 0.0, 0.0], [0.1, 0.0, 0.1], [0.0, 0.0, 0.1], [0.0, 0.0, 0.1], [0.0, 0.0, 0.0], [0.0, 0.1, -0.1], [0.0, 0.1, 0.0], [-0.1, -0.2, 0.1], [0.2, 0.7, -0.1], [0.0, -0.3, -0.2], [-0.2, -0.2, 0.0], [0.0, -0.3, 0.7], [-0.1, 0.1, -0.1], [0.1, 0.1, 0.1], [-0.1, 0.0, 0.0], [0.1, 0.0, 0.0], [-0.2, 0.0, 0.0], [0.1, -0.2, -0.2], [0.1, 0.1, 0.1], [0.0, 0.0, 0.0], [0.1, 0.1, -0.1], [0.0, 0.0, 0.0], [-0.1, 0.1, 0.0], [0.0, 0.0, 0.0], [0.1, 0.1, 0.0], [0.0, 0.1, 0.1], [0.1, 0.0, 0.0], [0.0, 0.0, -0.1], [0.0, -0.1, 0.0], [0.0, 0.0, 0.0], [0.0, 0.0, 0.0], [0.0, 0.0, 0.0], [0.0, 0.0, 0.0], [0.1, -0.2, 0.1], [0.0, -0.1, 0.1], [0.0, 0.1, -0.1], [0.0, 0.1, 0.0], [-0.1, -0.1, -0.2], [-0.2, 0.1, 0.1], [0.0, -0.3, 0.0], [0.1, 0.1, 0.0], [0.0, 0.1, 0.1], [0.0, 0.2, 0.0], [0.0, -0.1, -0.1], [0.0, -0.1, 0.1], [-0.1, 0.0, 0.0], [0.0, 0.1, 0.0], [0.1, 0.1, 0.1], [0.0, 0.0, 0.0], [0.0, 0.0, 0.0], [0.0, 0.0, 0.0], [0.0, 0.0, -0.1], [-0.1, 0.0, 0.0], [0.0, 0.1, 0.0], [0.1, 0.0, 0.0], [0.0, 0.1, 0.0], [0.1, 0.0, -0.1], [-0.1, -0.1, 0.0], [0.0, 0.0, 0.0], [0.0, 0.0, 0.0], [0.0, -0.1, 0.0]],
  "mulliken_charge": [1.562, -0.855, -0.715, -0.340, -0.818, -0.642, -0.181, -0.704, -0.862, -0.170, 0.254, 0.473, 0.342, 0.506, 0.380, 0.381, 0.453, 0.516, 0.185, 0.314, 0.222, 0.552, 0.418, 0.330, 0.327, -0.816, -0.179, -1.028, -0.929, -0.063, 0.761, -0.282, -1.089, -0.447, -0.741, 0.320, -0.087, 0.583, 0.136, 0.104, 0.398, 0.326, 0.347, 0.393, 0.379, 0.284, 0.363, 0.458, 0.447, 0.500, -1.352, -0.265, 1.226, -0.661, -0.639, -0.447, -1.259, 0.345, 0.316, 0.210, -0.899, -0.226, 1.094, -0.606, -0.609, -0.938, 0.376, 0.373, 0.375, 0.382, 0.239, 0.337, 0.366, 0.405, 0.461, 0.710, 0.271, 0.084, 0.264]
}

No. 3
{
  "formula": "C23H41GaN7O3",
  "method": "ωB97M-V with the def2-TZVPD basis set",
  "e_tot_ev": -93445.6325,
  "e_lumo_ev": 2.0407,
  "charge": -1,
  "multiplicity": 1,
  "largest_force_ev_per_a": 15.50,
  "species": ["C", "O", "C", "C", "C", "Ga", "C", "C", "C", "O", "C", "C", "O", "H", "H", "H", "H", "H", "H", "H", "H", "H", "H", "H", "H", "H", "H", "H", "H", "H", "H", "H", "H", "C", "C", "N", "H", "H", "H", "C", "C", "N", "H", "H", "H", "C", "C", "N", "H", "H", "H", "C", "C", "N", "H", "H", "H", "C", "C", "N", "H", "H", "H", "C", "C", "N", "H", "H", "H", "C", "C", "N", "H", "H", "H"],
  "positions_angstrom": [[-4.912, -3.035, 4.574], [-3.474, -3.340, 4.640], [-2.922, -3.731, 3.334], [-1.567, -2.851, 2.901], [-1.913, -2.122, 1.460], [-0.916, -0.340, 1.135], [1.115, -0.537, 0.756], [1.297, -0.811, -0.851], [0.905, 0.514, -1.789], [1.404, 0.400, -3.168], [0.316, 0.271, -4.150], [-0.412, 1.535, -4.944], [-0.128, -0.969, -4.493], [-5.039, -1.895, 4.325], [-5.522, -3.674, 3.806], [-5.348, -3.247, 5.664], [-3.713, -3.729, 2.451], [-2.584, -4.871, 3.438], [-1.256, -2.074, 3.750], [-0.665, -3.614, 2.750], [-1.784, -2.847, 0.528], [-3.077, -1.871, 1.496], [-1.612, 0.388, -0.147], [-1.093, 0.672, 2.375], [1.649, -1.348, 1.447], [1.646, 0.506, 0.989], [2.410, -1.067, -1.110], [0.578, -1.705, -1.143], [1.331, 1.520, -1.311], [-0.259, 0.638, -1.850], [-1.581, 1.376, -4.848], [-0.151, 1.470, -6.103], [-0.087, 2.587, -4.545], [-1.387, -1.753, 7.513], [-0.796, -0.544, 6.807], [-0.305, 0.460, 6.222], [-0.664, -2.573, 7.517], [-1.639, -1.496, 8.546], [-2.294, -2.080, 6.997], [1.666, 4.888, -0.609], [0.983, 4.093, 0.492], [0.417, 3.433, 1.405], [0.923, 5.245, -1.328], [2.187, 5.748, -0.179], [2.391, 4.257, -1.130], [-4.426, -0.678, -5.452], [-4.210, 0.826, -5.485], [-4.031, 2.074, -5.512], [-3.496, -1.194, -5.709], [-4.740, -0.988, -4.452], [-5.199, -0.959, -6.172], [6.004, 6.195, -1.671], [4.668, 6.684, -1.136], [3.560, 7.090, -0.692], [6.355, 6.863, -2.463], [6.744, 6.178, -0.867], [5.896, 5.186, -2.078], [2.874, 0.444, 4.416], [3.124, -0.888, 3.729], [3.332, -1.994, 3.159], [3.826, 0.937, 4.632], [2.277, 1.092, 3.767], [2.335, 0.285, 5.353], [2.581, -6.152, 2.804], [2.797, -4.648, 2.771], [2.976, -3.400, 2.744], [3.511, -6.668, 2.547], [2.267, -6.462, 3.804], [1.808, -6.434, 2.084], [-1.323, 2.391, -9.127], [0.104, 2.576, -8.639], [1.289, 2.730, -8.235], [-1.439, 1.400, -9.574], [-2.019, 2.487, -8.288], [-1.563, 3.150, -9.876]],
  "forces_ev_per_a": [[-0.3, 0.5, 1.0], [-1.7, -0.2, -1.7], [1.5, -1.2, -0.6], [-0.6, -0.6, -0.8], [-1.0, -0.9, 0.4], [0.2, 0.2, 0.2], [1.2, 0.6, -0.5], [0.1, 0.2, -0.1], [-1.3, 0.1, 1.9], [-2.8, 0.1, -2.4], [-1.6, -5.8, -1.2], [0.2, -0.4, 0.1], [2.9, 7.8, 2.2], [0.1, -2.1, 0.4], [1.3, 1.0, 1.3], [0.9, 0.5, -2.4], [1.5, 0.4, 2.0], [-0.7, 2.2, -0.1], [-0.9, -1.6, -1.8], [-1.9, 1.7, 0.4], [-0.2, 1.1, 2.1], [2.3, -0.4, -0.1], [0.0, -0.1, -0.1], [-0.1, -0.2, 0.2], [-1.1, 1.6, -1.9], [-1.0, -2.1, -0.4], [-2.0, 0.3, 0.2], [1.6, 1.8, 0.3], [-0.7, -2.2, -1.0], [2.2, -0.3, 0.5], [2.6, 0.4, 0.0], [-0.3, 0.0, 2.7], [-0.6, -2.2, -0.7], [0.4, 1.0, -0.6], [3.3, 6.6, -3.9], [-3.9, -8.0, 4.8], [-0.1, 0.2, -0.1], [0.1, 0.1, -0.2], [0.2, 0.1, -0.1], [-0.8, -0.8, 1.1], [-3.8, -4.4, 5.9], [4.6, 5.3, -7.2], [0.0, -0.1, 0.2], [-0.4, -0.5, 0.0], [-0.1, 0.0, 0.1], [0.2, 1.2, 0.0], [1.1, 8.2, -0.2], [-1.4, -10.0, 0.1], [0.0, 0.2, 0.1], [0.1, 0.2, -0.1], [0.1, 0.2, 0.1], [-1.1, 0.4, 0.4], [-7.3, 2.8, 2.9], [9.3, -2.8, -3.7], [-0.2, -0.1, 0.2], [-0.2, 0.0, -0.1], [-0.1, 0.2, 0.1], [-0.6, -1.2, -0.7], [0.1, -4.0, -1.8], [6.2, 12.4, 6.2], [0.0, -0.2, -0.1], [-0.1, -0.1, 0.1], [-0.1, 0.1, -0.2], [0.9, 1.1, 0.4], [1.0, 4.6, 0.4], [-7.4, -12.9, -4.4], [-0.1, 0.0, 0.1], [0.1, 0.0, -0.1], [0.1, 0.3, 0.1], [1.2, 0.1, 0.4], [7.8, 1.0, 2.6], [-9.5, -1.2, -3.3], [0.1, 0.1, 0.1], [0.2, 0.0, 0.0], [0.2, -0.1, 0.1]],
  "mulliken_charge": [-0.602, -0.277, -0.537, 0.209, -0.799, 0.149, 0.217, -0.696, 0.222, -0.352, 0.537, -0.291, -0.570, 0.235, 0.300, 0.202, 0.395, 0.173, -0.016, -0.010, 0.234, 0.224, -0.316, -0.279, -0.335, 0.138, 0.274, 0.155, -0.175, 0.168, 0.015, 0.033, 0.264, -0.541, 0.391, -0.479, 0.235, 0.321, 0.092, -0.675, 0.384, -0.472, 0.270, 0.391, 0.203, -0.697, 0.428, -0.505, 0.251, 0.270, 0.292, -0.699, 0.423, -0.563, 0.260, 0.258, 0.263, -0.658, 0.364, -0.470, 0.279, 0.196, 0.155, -0.940, 0.387, -0.155, 0.314, 0.259, 0.241, -0.626, 0.369, -0.443, 0.256, 0.190, 0.292]
}

> Look up the charge of the first one.

+3